No. 1
{"formula": "C14H26BCl24GaO6P", "method": "ωB97M-V/def2-TZVPD", "charge": -1, "de_lowest_kj_mol": 399.8, "multiplicity": 1, "species": ["C", "C", "O", "P", "O", "C", "C", "Ga", "O", "B", "O", "O", "O", "C", "C", "H", "H", "H", "H", "H", "H", "H", "H", "H", "H", "H", "H", "H", "H", "H", "H", "H", "H", "C", "Cl", "Cl", "Cl", "H", "C", "Cl", "Cl", "Cl", "H", "C", "Cl", "Cl", "Cl", "H", "C", "Cl", "Cl", "Cl", "H", "C", "Cl", "Cl", "Cl", "H", "C", "Cl", "Cl", "Cl", "H", "C", "Cl", "Cl", "Cl", "H", "C", "Cl", "Cl", "Cl", "H"], "coordinates": [[-1.958, -2.417, 1.103], [-2.615, -1.920, -0.331], [-2.635, -0.449, -0.399], [-1.129, 0.163, -1.115], [0.156, -0.379, -0.305], [-1.152, 2.055, -0.860], [-0.089, 2.897, -1.781], [-0.544, 4.919, -1.487], [0.806, 5.892, -0.576], [2.148, 5.301, -0.746], [2.911, 5.297, -2.010], [2.744, 4.625, 0.459], [-0.960, -0.352, -2.777], [0.431, -0.242, -3.248], [0.403, 0.358, -4.806], [-0.777, -2.372, 1.111], [-2.229, -3.574, 1.199], [-2.393, -1.832, 2.033], [-2.152, -2.437, -1.275], [-3.757, -2.263, -0.288], [-1.009, 2.372, 0.264], [-2.242, 2.437, -1.161], [-0.301, 2.588, -2.915], [1.039, 2.635, -1.591], [-1.023, 5.626, -2.876], [-1.863, 4.980, -0.532], [3.873, 5.454, -1.770], [2.965, 3.676, 0.155], [1.124, 0.436, -2.591], [0.861, -1.349, -3.364], [1.250, -0.127, -5.478], [0.440, 1.537, -4.819], [-0.661, 0.044, -5.236], [-0.293, 9.287, -1.297], [-1.299, 8.634, -2.602], [0.497, 10.787, -1.813], [-1.265, 9.565, 0.158], [0.482, 8.554, -1.059], [2.240, -4.540, -4.232], [1.302, -4.232, -2.761], [1.578, -5.928, -5.112], [2.266, -3.102, -5.266], [3.268, -4.775, -3.941], [6.937, 4.627, -1.496], [6.007, 3.401, -0.616], [7.393, 4.029, -3.100], [6.011, 6.131, -1.632], [7.851, 4.835, -0.933], [5.820, 1.221, 2.867], [6.485, 2.760, 3.440], [4.538, 1.502, 1.677], [7.099, 0.208, 2.177], [5.387, 0.694, 3.722], [-3.803, -1.801, 4.905], [-4.454, -3.324, 5.537], [-2.037, -1.878, 4.793], [-4.511, -1.431, 3.324], [-4.070, -0.999, 5.598], [-7.499, -5.930, 6.011], [-8.120, -7.213, 4.959], [-5.733, -5.835, 5.902], [-8.233, -4.372, 5.591], [-7.768, -6.170, 7.043], [-10.781, -8.439, 2.447], [-11.711, -9.664, 3.327], [-10.325, -9.036, 0.843], [-11.708, -6.934, 2.311], [-9.868, -8.231, 3.010], [9.233, -3.199, 0.782], [9.572, -1.510, 1.198], [10.553, -3.878, -0.185], [8.978, -4.161, 2.249], [8.318, -3.230, 0.186]]}

No. 2
{"formula": "C32H36N2O3", "method": "ωB97M-V/def2-TZVPD", "charge": 0, "de_lowest_kj_mol": 0.0, "multiplicity": 1, "species": ["C", "C", "O", "C", "O", "C", "C", "O", "C", "C", "C", "C", "C", "C", "C", "C", "C", "C", "C", "N", "C", "C", "C", "C", "C", "C", "C", "C", "C", "C", "N", "C", "C", "C", "C", "C", "C", "H", "H", "H", "H", "H", "H", "H", "H", "H", "H", "H", "H", "H", "H", "H", "H", "H", "H", "H", "H", "H", "H", "H", "H", "H", "H", "H", "H", "H", "H", "H", "H", "H", "H", "H", "H"], "coordinates": [[-4.051, 1.717, -0.926], [-3.171, 2.817, -0.411], [-1.932, 2.185, -0.031], [-1.108, 3.055, 0.601], [-1.380, 4.235, 0.717], [0.089, 2.334, 1.158], [1.301, 3.204, 0.902], [1.307, 4.387, 1.223], [2.533, 2.530, 0.375], [2.528, 1.343, -0.380], [3.738, 0.770, -0.766], [4.943, 1.346, -0.351], [4.947, 2.516, 0.417], [3.745, 3.118, 0.751], [0.015, 2.115, 2.666], [1.279, 1.326, 3.020], [1.462, 0.048, 2.485], [2.698, -0.568, 2.580], [3.713, 0.026, 3.361], [4.968, -0.544, 3.421], [5.668, -0.686, 4.679], [6.885, -1.575, 4.381], [6.934, -1.765, 2.859], [5.642, -1.144, 2.286], [3.479, 1.265, 4.002], [2.289, 1.931, 3.773], [-1.303, 1.525, 3.125], [-2.499, 2.210, 2.828], [-3.725, 1.588, 2.974], [-3.792, 0.364, 3.677], [-4.965, -0.328, 3.713], [-5.237, -1.331, 4.716], [-6.718, -1.688, 4.509], [-7.070, -1.221, 3.091], [-6.010, -0.172, 2.715], [-2.616, -0.174, 4.247], [-1.384, 0.371, 3.919], [-5.048, 2.126, -1.107], [-3.647, 1.336, -1.868], [-4.106, 0.897, -0.199], [-2.932, 3.561, -1.190], [-3.603, 3.311, 0.471], [0.158, 1.357, 0.647], [1.579, 0.869, -0.640], [3.737, -0.131, -1.384], [5.894, 0.897, -0.640], [5.867, 2.987, 0.766], [3.703, 4.025, 1.354], [0.092, 3.134, 3.094], [0.648, -0.464, 1.955], [2.877, -1.533, 2.104], [5.958, 0.296, 5.083], [5.005, -1.160, 5.424], [7.792, -1.109, 4.770], [6.743, -2.537, 4.881], [7.807, -1.263, 2.428], [6.976, -2.826, 2.595], [5.000, -1.902, 1.805], [5.876, -0.394, 1.505], [4.283, 1.721, 4.593], [2.141, 2.940, 4.162], [-2.486, 3.256, 2.514], [-4.636, 2.048, 2.578], [-5.042, -0.946, 5.729], [-4.573, -2.206, 4.575], [-7.309, -1.124, 5.241], [-6.882, -2.752, 4.672], [-7.007, -2.055, 2.387], [-8.074, -0.792, 3.035], [-5.617, -0.336, 1.696], [-6.440, 0.844, 2.728], [-2.677, -1.077, 4.857], [-0.483, -0.122, 4.286]]}

No. 3
{"formula": "C27H47Cl19O3", "method": "ωB97M-V/def2-TZVPD", "charge": 0, "multiplicity": 1, "species": ["C", "C", "C", "C", "C", "C", "C", "Cl", "C", "O", "O", "C", "O", "H", "H", "H", "H", "H", "H", "H", "H", "H", "H", "H", "Cl", "C", "C", "Cl", "H", "H", "H", "H", "Cl", "C", "C", "Cl", "H", "H", "H", "H", "Cl", "C", "C", "Cl", "H", "H", "H", "H", "Cl", "C", "C", "Cl", "H", "H", "H", "H", "Cl", "C", "C", "Cl", "H", "H", "H", "H", "Cl", "C", "C", "Cl", "H", "H", "H", "H", "Cl", "C", "C", "Cl", "H", "H", "H", "H", "Cl", "C", "C", "Cl", "H", "H", "H", "H", "Cl", "C", "C", "Cl", "H", "H", "H", "H"], "coordinates": [[1.056, 1.569, -1.185], [1.262, 2.941, -0.529], [1.864, 3.942, -1.522], [0.021, 3.535, 0.162], [-1.215, 3.822, -0.701], [-2.200, 2.730, -0.923], [-2.405, 1.489, -0.457], [-1.540, 0.607, 0.707], [-3.597, 0.904, -1.119], [-3.970, -0.228, -1.181], [-4.246, 1.936, -1.771], [-3.347, 2.987, -1.861], [-3.497, 3.903, -2.604], [1.894, 1.369, -1.861], [1.100, 0.776, -0.431], [0.125, 1.491, -1.745], [1.999, 2.846, 0.273], [1.886, 4.932, -1.053], [2.885, 3.659, -1.783], [1.294, 4.045, -2.450], [0.355, 4.514, 0.529], [-0.229, 2.969, 1.063], [-0.899, 4.190, -1.689], [-1.765, 4.657, -0.250], [-0.471, 3.297, -3.918], [-1.347, 2.223, -5.042], [-0.415, 1.352, -5.837], [0.559, 2.246, -7.031], [-1.991, 2.842, -5.662], [-1.971, 1.572, -4.429], [-1.003, 0.617, -6.385], [0.241, 0.836, -5.142], [2.699, 3.096, 2.564], [3.189, 4.468, 3.595], [2.323, 5.676, 3.362], [2.577, 6.387, 1.744], [4.237, 4.675, 3.393], [3.094, 4.139, 4.626], [2.571, 6.446, 4.092], [1.268, 5.432, 3.456], [0.317, -1.237, -3.723], [0.512, -2.596, -4.861], [1.961, -2.942, -5.075], [2.822, -1.649, -5.954], [0.027, -2.322, -5.795], [-0.009, -3.449, -4.430], [2.035, -3.847, -5.674], [2.471, -3.105, -4.129], [-2.240, -3.453, -1.515], [-3.871, -2.778, -1.233], [-4.021, -2.218, 0.155], [-3.992, -3.496, 1.402], [-4.594, -3.566, -1.428], [-4.014, -1.980, -1.959], [-4.978, -1.709, 0.237], [-3.228, -1.512, 0.382], [-0.708, 6.619, 5.304], [-1.751, 5.394, 6.075], [-1.085, 4.046, 6.159], [-0.865, 3.304, 4.550], [-2.676, 5.343, 5.506], [-1.973, 5.752, 7.079], [-1.703, 3.367, 6.742], [-0.107, 4.115, 6.628], [0.270, -6.344, -4.409], [0.346, -7.047, -2.766], [0.363, -5.992, -1.693], [1.878, -5.048, -1.701], [1.229, -7.679, -2.723], [-0.537, -7.674, -2.651], [0.286, -6.469, -0.718], [-0.458, -5.291, -1.805], [-2.259, 1.541, 10.189], [-2.852, 0.242, 9.120], [-1.736, -0.412, 8.348], [-1.018, 0.695, 7.151], [-3.592, 0.676, 8.452], [-3.340, -0.496, 9.753], [-2.126, -1.268, 7.799], [-0.940, -0.749, 9.006], [5.083, 2.414, 5.683], [5.665, 1.284, 4.432], [7.118, 1.508, 4.105], [7.382, 3.069, 3.284], [5.036, 1.414, 3.555], [5.524, 0.277, 4.820], [7.462, 0.728, 3.428], [7.734, 1.495, 5.001], [0.771, -10.604, -7.406], [-0.860, -9.956, -7.100], [-0.970, -9.315, -5.741], [-0.856, -10.509, -4.417], [-1.569, -10.772, -7.214], [-1.057, -9.209, -7.867], [-1.938, -8.827, -5.644], [-0.192, -8.577, -5.582]]}

No. 4
{"formula": "C5H19BNNbO2PTl", "method": "ωB97M-V/def2-TZVPD", "charge": 2, "multiplicity": 1, "species": ["C", "C", "C", "C", "Nb", "B", "N", "O", "P", "C", "O", "H", "H", "H", "H", "H", "H", "H", "H", "H", "H", "H", "H", "H", "H", "H", "H", "H", "H", "H", "Tl"], "coordinates": [[2.968, 0.824, 1.167], [2.158, 0.157, 0.066], [2.800, 0.235, -1.298], [0.836, 0.894, 0.067], [-0.520, -0.768, -0.547], [-2.193, -2.473, -1.011], [-1.903, -3.667, -0.348], [-3.150, -2.180, -1.823], [-2.176, 0.964, 0.368], [-1.852, 2.695, 0.108], [-2.191, 0.898, 2.066], [3.973, 0.447, 1.155], [2.540, 0.636, 2.136], [2.971, 1.890, 1.024], [1.970, -0.881, 0.337], [3.395, 1.127, -1.374], [3.435, -0.608, -1.493], [2.066, 0.279, -2.086], [0.586, 1.255, 1.049], [0.788, 1.683, -0.669], [-0.867, -0.259, -2.273], [0.836, -1.854, -1.072], [-0.535, -1.523, 1.156], [-0.956, -3.999, -0.516], [-1.954, -3.584, 0.658], [-3.174, -1.295, -2.191], [-0.930, 2.962, 0.597], [-2.636, 3.295, 0.540], [-1.813, 2.893, -0.948], [-1.293, 1.089, 2.367], [-3.182, -1.129, 2.788]]}

Computed highest occupied orbital energy (Ha) in order:
-0.191, -0.266, -0.378, -0.574
Computed E (eV) in order:
-390105.860, -42890.667, -272832.418, -27265.143